Entry 1:
This record from the OMol25 dataset describes a molecular structure, C24H32Ge2ReSe4Si. The level of theory is the ωB97M-V functional and the def2-TZVPD basis.

Structure (XYZ):
```
64
Properties=species:S:1:pos:R:3:forces:R:3:lowdin_charge:R:1
Re 0.23190 0.28316 0.16417 -1.196 2.905 -0.830 0.24
Se 2.52158 0.43331 0.63344 0.652 -1.248 -1.589 0.07
Se 3.22667 2.00708 2.09333 -0.086 1.163 1.233 -0.02
Se 1.24312 2.74734 3.14608 1.059 0.243 0.159 0.01
Se -0.38072 2.06873 1.74266 -0.847 -0.786 -0.846 0.15
C -0.54514 -2.65785 -2.19078 0.407 0.830 0.164 -0.21
Si 0.67567 -1.20984 -1.78932 0.027 -0.796 -0.215 0.45
C 2.39583 -2.09326 -1.87316 -0.394 0.469 0.110 -0.23
C 0.72610 -0.07540 -3.34388 -0.022 -0.357 0.509 -0.30
C 1.45973 1.10385 -3.27320 0.150 0.064 0.182 -0.12
C 1.53490 1.97827 -4.33968 0.116 0.129 -0.048 -0.10
C 0.87058 1.68221 -5.51789 0.016 0.108 -0.161 -0.12
C 0.15582 0.50181 -5.61878 -0.072 0.050 -0.278 -0.11
C 0.08726 -0.36479 -4.54178 -0.040 -0.040 0.099 -0.11
H -0.19304 -3.22172 -3.04655 0.096 -0.180 -0.283 0.02
H -1.53788 -2.28355 -2.40561 -0.368 0.097 -0.104 0.00
H -0.62217 -3.33391 -1.34539 0.061 -0.114 0.158 0.00
H 2.79798 -2.06399 -2.88167 0.033 -0.002 -0.231 0.02
H 2.32642 -3.12784 -1.55509 -0.009 -0.165 0.054 0.00
H 3.09254 -1.57088 -1.21699 0.196 -0.094 -0.023 -0.04
H 1.97709 1.33176 -2.34859 0.036 0.137 0.022 0.06
H 2.11098 2.89073 -4.25874 0.021 0.061 0.031 0.10
H 0.91359 2.37123 -6.35184 0.000 -0.005 -0.056 0.09
H -0.34530 0.25834 -6.54695 -0.070 -0.022 -0.037 0.09
H -0.47590 -1.27906 -4.62568 -0.174 -0.224 -0.094 0.09
C -1.45791 0.67929 -0.82555 0.808 0.043 0.756 -0.33
H -1.96269 1.63059 -0.55981 0.004 -0.313 -0.323 -0.06
H -2.03080 0.17399 -1.61429 0.324 -0.037 -0.015 -0.03
C -3.80512 -0.06285 1.88579 0.312 -0.259 -0.092 -0.26
Ge -3.03399 -1.88074 1.61665 -0.537 -0.054 0.189 0.71
C -3.85212 -2.64042 -0.02598 0.241 0.215 0.439 -0.25
C -3.56405 -3.03119 3.17826 0.129 0.355 -0.512 -0.24
Ge -0.64320 -1.55129 1.40071 -0.486 -1.695 1.127 0.65
C -0.04927 -1.02522 3.23399 -0.079 -0.181 -0.080 -0.37
C -0.93712 -0.55892 4.19588 -0.039 -0.067 -0.181 -0.16
C -0.48010 -0.05231 5.39927 -0.173 0.122 0.271 -0.11
C 0.87655 -0.00242 5.66662 0.127 0.023 0.143 -0.13
C 1.77565 -0.45996 4.71844 0.181 -0.092 0.111 -0.13
C 1.30933 -0.97396 3.52162 0.129 -0.181 -0.052 -0.18
C 0.23468 -3.32417 1.18886 -0.132 0.401 -0.015 -0.34
C -0.47804 -4.51334 1.25842 -0.144 0.157 -0.016 -0.13
C 0.15521 -5.73521 1.12267 -0.075 -0.185 0.023 -0.10
C 1.52540 -5.78592 0.93396 0.082 -0.075 -0.013 -0.10
C 2.24898 -4.60870 0.85567 0.130 -0.043 0.029 -0.09
C 1.60400 -3.39126 0.97744 0.095 0.236 -0.027 -0.15
H -4.66545 0.12054 1.24873 -0.123 -0.059 -0.124 0.01
H -3.02419 0.65244 1.61953 -0.121 0.063 0.042 -0.04
H -4.09995 0.10930 2.91784 0.004 -0.028 0.141 0.01
H -4.93648 -2.64755 0.04663 -0.139 0.035 0.037 0.01
H -3.50447 -3.65182 -0.20370 0.090 -0.185 -0.065 0.00
H -3.55174 -2.01711 -0.86203 0.004 0.058 -0.189 -0.01
H -4.64254 -3.01745 3.31531 -0.156 0.041 -0.023 0.00
H -3.09222 -2.67658 4.08891 0.086 0.071 0.117 0.00
H -3.25345 -4.05766 3.01782 0.069 -0.202 -0.042 -0.01
H -1.99968 -0.57496 3.98474 -0.061 0.073 0.100 0.06
H -1.18827 0.32257 6.12870 -0.019 -0.012 0.040 0.10
H 1.23930 0.40327 6.60193 -0.028 0.049 0.047 0.09
H 2.84471 -0.40275 4.89826 -0.071 -0.014 0.024 0.10
H 2.02128 -1.32452 2.78221 -0.005 0.030 0.138 0.05
H -1.54838 -4.46417 1.40273 -0.147 -0.160 0.024 0.06
H -0.41830 -6.65056 1.15345 -0.071 -0.097 0.049 0.09
H 2.02773 -6.73819 0.84226 0.032 -0.096 -0.047 0.09
H 3.31450 -4.63785 0.67871 0.122 -0.004 -0.001 0.10
H 2.16209 -2.46513 0.86502 0.047 -0.159 0.044 0.05
```
Forces are in eV/Å.

LUMO (alpha / beta) = 1.00 / 2.02 eV
ΔE to the lowest compared entry with this formula, charge and spin = 1.036 eV
Total charge = -1
Frontier orbital gap (alpha / beta) = 5.69 / 6.52 eV
2S+1 = 1
E_HOMO (alpha / beta) = -4.7 / -4.5 eV
Total energy = -15061.1314 Eh



Entry 2:
This record from the OMol25 dataset describes a molecular structure, C24H32InN7O2S. The level of theory is the ωB97M-V functional and the def2-TZVPD basis.

Structure (XYZ):
```
67
Properties=species:S:1:pos:R:3:forces:R:3:lowdin_charge:R:1
In -0.38727 0.30702 0.04520 0.014 0.064 -0.078 0.87
C -0.74992 3.55503 0.05086 0.000 0.001 0.005 -0.14
C -0.66289 3.05266 1.49064 0.002 -0.004 -0.002 -0.15
N 0.23013 1.87795 1.64128 0.000 0.011 0.009 -0.10
C 1.67261 2.18792 1.75749 -0.006 -0.003 0.009 -0.22
C 2.34227 2.73960 0.50499 0.006 0.005 -0.005 -0.39
S 2.09158 1.77282 -1.02009 -0.008 -0.014 0.008 0.96
C 1.26077 2.94606 -2.12421 -0.001 -0.005 0.001 -0.41
C -0.25024 2.73972 -2.22155 0.006 0.000 -0.004 -0.23
N -0.87448 2.45299 -0.92162 -0.003 -0.005 0.012 -0.11
H -1.60050 4.23489 -0.02371 0.000 0.000 -0.003 0.15
H 0.12727 4.14230 -0.20220 0.000 0.000 -0.001 0.10
H -0.32457 3.86946 2.13284 -0.001 0.002 0.000 0.14
H -1.64832 2.74006 1.82745 0.000 0.001 0.001 0.12
H -0.03884 1.43741 2.51712 -0.002 -0.004 -0.003 0.12
H 1.82601 2.91640 2.55963 0.002 0.000 0.001 0.14
H 2.17523 1.27034 2.05555 0.000 0.001 0.003 0.10
H 2.05180 3.76669 0.29901 -0.001 0.001 0.000 0.08
H 3.41506 2.75653 0.69277 0.000 0.000 -0.002 0.09
H 1.52380 3.95256 -1.80349 -0.001 0.000 -0.002 0.09
H 1.70333 2.82074 -3.11153 0.001 0.000 0.000 0.09
H -0.69166 3.62694 -2.68534 0.000 0.000 0.000 0.14
H -0.47702 1.89507 -2.87558 -0.001 0.001 -0.002 0.12
H -1.85513 2.26343 -1.09940 0.000 -0.001 -0.002 0.11
C -0.64865 -2.16316 -1.96186 0.002 0.006 0.009 -0.08
N 0.31179 -1.04261 -1.84520 -0.009 -0.009 0.010 -0.06
C 1.71220 -1.47478 -1.67173 0.007 0.003 0.006 -0.11
C 2.04607 -1.59822 -0.21688 -0.003 0.016 0.013 -0.30
N 1.47922 -0.87875 0.72284 0.004 -0.037 0.001 0.08
C 1.98713 -1.35418 1.93501 -0.013 0.009 0.001 -0.20
C 1.68453 -1.01703 3.25399 0.005 -0.001 -0.002 -0.02
C 2.36251 -1.68161 4.25396 -0.003 0.002 0.002 -0.05
C 3.32032 -2.66647 3.96328 0.003 -0.003 -0.001 -0.05
C 3.61565 -3.02543 2.66508 0.002 -0.001 0.000 0.01
C 2.92255 -2.35303 1.66520 0.009 0.006 0.005 -0.16
N 2.92745 -2.48414 0.28209 -0.008 -0.003 -0.006 0.20
C -1.05878 -2.63967 -0.60372 0.003 -0.018 -0.017 -0.28
N -1.11072 -1.84441 0.43147 -0.001 0.014 0.008 0.10
C -1.60825 -2.60060 1.48957 -0.003 -0.008 -0.001 -0.19
C -1.88285 -2.24767 2.80885 0.000 -0.004 0.006 -0.01
C -2.37789 -3.23513 3.63356 0.001 -0.001 -0.003 -0.06
C -2.60054 -4.54186 3.16573 -0.002 0.003 0.000 -0.05
C -2.34176 -4.89996 1.85914 -0.002 -0.002 0.000 0.01
C -1.84325 -3.89812 1.03354 -0.001 0.002 -0.015 -0.16
N -1.47593 -3.88763 -0.30897 0.000 -0.006 0.010 0.20
H -1.53621 -1.78779 -2.47248 0.000 0.001 -0.001 0.14
H -0.22787 -2.98146 -2.55148 -0.001 0.000 -0.004 0.14
H 0.24512 -0.49142 -2.69359 0.000 -0.002 -0.001 0.13
H 1.89658 -2.42690 -2.17599 -0.002 0.000 -0.002 0.14
H 2.36796 -0.73185 -2.12628 0.003 -0.001 -0.004 0.11
H 0.93202 -0.27916 3.50115 0.000 0.000 0.001 0.10
H 2.15044 -1.44634 5.28779 0.000 0.000 0.000 0.12
H 3.83060 -3.16011 4.77848 -0.001 -0.001 0.000 0.12
H 4.34394 -3.79311 2.44209 0.000 -0.001 0.000 0.12
H 3.48981 -3.12528 -0.25453 -0.002 -0.003 0.000 0.18
H -1.73914 -1.23464 3.16108 0.000 0.000 -0.001 0.11
H -2.61172 -3.00250 4.66335 0.000 -0.001 0.000 0.11
H -2.99333 -5.28303 3.84787 0.000 0.000 0.000 0.12
H -2.52389 -5.90391 1.50096 0.000 -0.001 0.001 0.12
H -1.55129 -4.65698 -0.95457 0.000 0.000 0.002 0.18
C -4.52582 0.25100 -0.04667 0.002 0.013 -0.004 0.04
C -3.03609 0.34586 -0.10579 -0.006 -0.024 -0.036 -0.65
O -2.39795 0.11188 -1.17315 -0.014 0.003 0.032 -0.05
O -2.38468 0.66914 0.94213 0.024 0.007 0.039 -0.06
H -4.94260 0.02587 -1.02291 -0.001 -0.002 0.000 0.09
H -4.93792 1.18512 0.33420 -0.001 -0.005 0.006 0.10
H -4.79732 -0.52895 0.66579 0.002 -0.006 -0.003 0.10
```
Forces are in eV/Å.

LUMO = -4.90 eV
ΔE to the lowest compared entry with this formula, charge and spin = 0.000 eV
Total charge = +2
Frontier orbital gap = 8.99 eV
2S+1 = 1
E_HOMO = -13.9 eV
Total energy = -2055.5205 Eh



What is the total charge in the second record?
+2